i:
C10H16 | wB97M-V/def2-TZVPD

Bonds (Å) are listed after each position.
Cartesian coordinates (Å):
1 C -0.812 1.771 -0.643  C2 1.538, C3 1.509, H9 1.102, H10 1.088
2 C -2.148 1.026 -0.482  C1 1.538, H11 1.088, H17 1.101, H18 1.088
3 C 0.351 0.839 -0.882  C1 1.509, C4 1.395, C5 1.395
4 C 1.464 1.276 -1.601  C3 1.395, C6 1.397, H12 1.085
5 C 0.433 -0.490 -0.467  C3 1.395, C7 1.390, H13 1.081
6 C 2.643 0.536 -1.718  C4 1.397, C8 1.377, H14 1.086
7 C 1.530 -1.295 -0.746  C5 1.390, C8 1.408, H15 1.080
8 C 2.706 -0.782 -1.326  C6 1.377, C7 1.408, H16 1.079
9 H -0.843 2.496 -1.472  C1 1.102
10 H -0.769 2.516 0.149  C1 1.088
11 H -2.979 1.635 -0.833  C2 1.088
12 H 1.509 2.282 -2.003  C4 1.085
13 H -0.351 -0.896 0.157  C5 1.081
14 H 3.451 1.191 -2.030  C6 1.086
15 H 1.490 -2.295 -0.339  C7 1.080
16 H 3.555 -1.447 -1.385  C8 1.079
17 H -2.390 0.793 0.567  C2 1.101
18 H -2.177 0.000 -0.842  C2 1.088
19 C -1.651 -1.032 3.683  C20 1.546, H21 1.096, H22 1.084, H23 1.085
20 C -2.459 -1.568 2.479  C19 1.546, H24 1.082, H25 1.094, H26 1.093
21 H -0.886 -0.363 3.274  C19 1.096
22 H -2.317 -0.441 4.301  C19 1.084
23 H -1.108 -1.764 4.273  C19 1.085
24 H -1.971 -1.573 1.513  C20 1.082
25 H -3.388 -0.994 2.404  C20 1.094
26 H -2.839 -2.558 2.745  C20 1.093

Frontier orbital gap   0.369 hartree
SMILES   CCc1ccccc1.CC
HOMO level   -9.03 eV


ii:
C10H16 | wB97M-V/def2-TZVPD

Bonds (Å) are listed after each position.
Cartesian coordinates (Å):
1 C 1.174 1.518 1.856  C2 1.537, C3 1.499, H9 1.089, H10 1.090
2 C 1.125 1.448 3.390  C1 1.537, H11 1.085, H17 1.083, H18 1.091
3 C 0.231 0.527 1.241  C1 1.499, C4 1.396, C5 1.390
4 C -1.139 0.790 1.200  C3 1.396, C6 1.382, H12 1.092
5 C 0.687 -0.711 0.804  C3 1.390, C7 1.388, H13 1.090
6 C -2.045 -0.141 0.729  C4 1.382, C8 1.393, H14 1.082
7 C -0.195 -1.664 0.313  C5 1.388, C8 1.387, H15 1.084
8 C -1.548 -1.363 0.281  C6 1.393, C7 1.387, H16 1.088
9 H 0.872 2.528 1.579  C1 1.089
10 H 2.181 1.301 1.500  C1 1.090
11 H 0.241 1.957 3.758  C2 1.085
12 H -1.435 1.764 1.593  C4 1.092
13 H 1.738 -0.975 0.926  C5 1.090
14 H -3.119 -0.042 0.648  C6 1.082
15 H 0.121 -2.632 -0.059  C7 1.084
16 H -2.229 -2.061 -0.203  C8 1.088
17 H 2.046 1.814 3.827  C2 1.083
18 H 0.987 0.407 3.688  C2 1.091
19 C 0.120 0.022 -2.852  C20 1.539, H21 1.087, H22 1.085, H23 1.078
20 C -0.044 -1.107 -3.886  C19 1.539, H24 1.094, H25 1.091, H26 1.086
21 H -0.122 0.985 -3.294  C19 1.087
22 H -0.586 -0.137 -2.043  C19 1.085
23 H 1.152 0.085 -2.546  C19 1.078
24 H 0.730 -1.867 -3.744  C20 1.094
25 H 0.051 -0.825 -4.936  C20 1.091
26 H -0.995 -1.620 -3.771  C20 1.086

Frontier orbital gap   0.369 hartree
SMILES   CCc1ccccc1.CC
HOMO level   -9.03 eV


Top of the stability list: ii, leading by 13.2 kcal/mol.


i:
C10H16 | wB97M-V/def2-TZVPD

Bonds (Å) are listed after each position.
Cartesian coordinates (Å):
1 C 2.226 -0.624 -1.848  C3 1.501, H10 1.097, H11 1.100, H15 1.089
2 C -0.049 -1.588 -1.538  C3 1.395, C4 1.384, H8 1.081
3 C 1.147 -1.168 -0.958  C1 1.501, C2 1.395, C5 1.386
4 C -1.128 -1.933 -0.744  C2 1.384, C6 1.399, H9 1.083
5 C 1.250 -1.195 0.424  C3 1.386, C7 1.388, H12 1.086
6 C -1.030 -1.932 0.651  C4 1.399, C7 1.381, H13 1.084
7 C 0.173 -1.559 1.219  C5 1.388, C6 1.381, H14 1.083
8 H -0.132 -1.712 -2.609  C2 1.081
9 H -2.132 -2.045 -1.136  C4 1.083
10 H 3.048 -1.311 -2.086  C1 1.097
11 H 2.707 0.292 -1.474  C1 1.100
12 H 2.197 -0.964 0.902  C5 1.086
13 H -1.880 -2.164 1.283  C6 1.084
14 H 0.216 -1.423 2.293  C7 1.083
15 H 1.787 -0.290 -2.787  C1 1.089
16 C -0.890 2.192 0.563  C17 1.525, C18 1.531, H19 1.085, H20 1.086
17 C -0.648 2.385 2.057  C16 1.525, H21 1.092, H23 1.095, H24 1.086
18 C -1.063 3.543 -0.134  C16 1.531, H22 1.094, H25 1.096, H26 1.085
19 H -0.094 1.652 0.062  C16 1.085
20 H -1.785 1.603 0.384  C16 1.086
21 H 0.372 2.751 2.195  C17 1.092
22 H -0.509 4.373 0.315  C18 1.094
23 H -0.649 1.425 2.584  C17 1.095
24 H -1.362 3.076 2.494  C17 1.086
25 H -0.721 3.507 -1.175  C18 1.096
26 H -2.094 3.882 -0.159  C18 1.085

Frontier orbital gap   0.370 hartree
SMILES   Cc1ccccc1.CCC
HOMO level   -9.10 eV


ii:
C10H16 | wB97M-V/def2-TZVPD

Bonds (Å) are listed after each position.
Cartesian coordinates (Å):
1 C 1.701 0.371 0.527  C2 1.525, C3 1.531, H6 1.095, C17 1.470
2 C 2.618 -0.017 -0.629  C1 1.525, H7 1.088, H8 1.088, H10 1.103
3 C 2.386 1.391 1.441  C1 1.531, H9 1.089, H11 1.088, H12 1.089
4 C -0.709 -0.994 -1.139  C5 1.206, C14 1.463
5 C 0.117 -1.135 -2.007  C4 1.206, H13 1.052
6 H 1.451 -0.526 1.103  C1 1.095
7 H 2.739 0.812 -1.324  C2 1.088
8 H 3.592 -0.317 -0.249  C2 1.088
9 H 1.722 1.683 2.252  C3 1.089
10 H 2.165 -0.854 -1.187  C2 1.103
11 H 2.642 2.284 0.874  C3 1.088
12 H 3.297 0.974 1.868  C3 1.089
13 H 0.803 -1.212 -2.800  C5 1.052
14 C -1.936 -1.176 -0.362  C4 1.463, C15 1.530, C16 1.533, H19 1.099
15 C -1.695 -1.241 1.148  C14 1.530, H20 1.090, H21 1.091, H23 1.089
16 C -2.946 -0.077 -0.707  C14 1.533, H22 1.088, H24 1.089, H25 1.085
17 C 0.454 0.997 0.065  C1 1.470, C18 1.204
18 C -0.379 1.856 -0.071  C17 1.204, H26 1.051
19 H -2.354 -2.140 -0.683  C14 1.099
20 H -1.290 -0.295 1.506  C15 1.090
21 H -2.635 -1.440 1.666  C15 1.091
22 H -2.986 0.084 -1.782  C16 1.088
23 H -0.989 -2.034 1.390  C15 1.089
24 H -3.939 -0.359 -0.358  C16 1.089
25 H -2.665 0.853 -0.223  C16 1.085
26 H -1.164 2.510 -0.319  C18 1.051

Frontier orbital gap   0.363 hartree
SMILES   C#CC(C)C.C#CC(C)C
HOMO level   -8.82 eV


Top of the stability list: i, leading by 92.5 kcal/mol.


i:
C10H16 | wB97M-V/def2-TZVPD

Bonds (Å) are listed after each position.
Cartesian coordinates (Å):
1 C 1.548 -1.548 1.110  C2 1.527, C3 1.569, H4 1.090, H5 1.089
2 C 2.583 -0.427 1.051  C1 1.527, H6 1.095, H7 1.086, H10 1.095
3 C 0.625 -1.370 2.367  C1 1.569, H8 1.090, H9 1.084, H11 1.085
4 H 0.921 -1.532 0.219  C1 1.090
5 H 1.997 -2.539 1.161  C1 1.089
6 H 3.553 -0.740 1.452  C2 1.095
7 H 2.253 0.520 1.465  C2 1.086
8 H -0.425 -1.380 2.078  C3 1.090
9 H 0.763 -2.228 3.015  C3 1.084
10 H 2.873 -0.234 0.013  C2 1.095
11 H 0.878 -0.462 2.903  C3 1.085
12 C -0.255 2.829 -1.084  C16 1.507, H23 1.088, H24 1.093, H26 1.094
13 C -2.571 -0.119 -0.339  C14 1.420, C15 1.374, H19 1.080
14 C -1.904 1.134 -0.282  C13 1.420, C16 1.357, H20 1.079
15 C -2.158 -1.011 -1.299  C13 1.374, C17 1.417, H21 1.081
16 C -0.866 1.452 -1.096  C12 1.507, C14 1.357, C18 1.416
17 C -0.940 -0.762 -1.980  C15 1.417, C18 1.382, H22 1.084
18 C -0.291 0.457 -1.924  C16 1.416, C17 1.382, H25 1.078
19 H -3.390 -0.415 0.299  C13 1.080
20 H -2.300 1.842 0.428  C14 1.079
21 H -2.656 -1.961 -1.437  C15 1.081
22 H -0.502 -1.595 -2.519  C17 1.084
23 H -0.688 3.408 -1.897  C12 1.088
24 H 0.832 2.741 -1.016  C12 1.093
25 H 0.573 0.601 -2.553  C18 1.078
26 H -0.452 3.337 -0.135  C12 1.094

Frontier orbital gap   0.373 hartree
SMILES   Cc1ccccc1.CCC
HOMO level   -9.12 eV


ii:
C10H16 | wB97M-V/def2-TZVPD

Bonds (Å) are listed after each position.
Cartesian coordinates (Å):
1 C -2.709 -0.190 1.714  C2 1.505, H3 1.100, H4 1.081, H5 1.094
2 C -2.803 -0.750 3.108  C1 1.505, H6 1.089, H7 1.087, H8 1.107
3 H -3.559 0.480 1.521  C1 1.100
4 H -1.874 0.470 1.527  C1 1.081
5 H -2.695 -0.914 0.894  C1 1.094
6 H -2.903 0.076 3.811  C2 1.089
7 H -3.519 -1.562 3.204  C2 1.087
8 H -1.812 -1.149 3.398  C2 1.107
9 C -0.603 1.465 -0.670  C10 1.548, C11 1.534, H17 1.085, H18 1.092
10 C -0.920 2.080 -2.054  C9 1.548, H19 1.088, H25 1.094, H26 1.090
11 C 0.423 0.324 -0.646  C9 1.534, C12 1.393, C13 1.412
12 C 1.429 0.259 -1.606  C11 1.393, C14 1.377, H20 1.076
13 C 0.468 -0.588 0.431  C11 1.412, C15 1.397, H21 1.071
14 C 2.486 -0.618 -1.500  C12 1.377, C16 1.380, H22 1.087
15 C 1.666 -1.278 0.637  C13 1.397, C16 1.391, H23 1.085
16 C 2.666 -1.324 -0.328  C14 1.380, C15 1.391, H24 1.083
17 H -0.340 2.285 -0.011  C9 1.085
18 H -1.568 1.057 -0.362  C9 1.092
19 H -0.066 2.312 -2.688  C10 1.088
20 H 1.339 1.005 -2.377  C12 1.076
21 H -0.261 -0.480 1.208  C13 1.071
22 H 3.222 -0.658 -2.298  C14 1.087
23 H 1.722 -1.770 1.602  C15 1.085
24 H 3.519 -1.974 -0.174  C16 1.083
25 H -1.361 3.059 -1.847  C10 1.094
26 H -1.574 1.497 -2.703  C10 1.090

Frontier orbital gap   0.366 hartree
SMILES   CCc1ccccc1.CC
HOMO level   -8.97 eV


Top of the stability list: i, leading by 2.8 kcal/mol.


i:
C10H16 | wB97M-V/def2-TZVPD

Bonds (Å) are listed after each position.
Cartesian coordinates (Å):
1 C 2.939 -1.325 0.068  C7 1.513, H13 1.112, H14 1.087, H15 1.105
2 C 0.567 0.427 -3.034  C3 1.385, C4 1.377, H8 1.147
3 C 0.141 0.636 -1.733  C2 1.385, C5 1.403, H9 1.074
4 C 1.667 -0.360 -3.295  C2 1.377, C6 1.383, H10 1.122
5 C 0.859 -0.095 -0.773  C3 1.403, C7 1.374, H11 1.098
6 C 2.462 -0.985 -2.351  C4 1.383, C7 1.426, H12 1.058
7 C 2.035 -0.765 -1.008  C1 1.513, C5 1.374, C6 1.426
8 H -0.140 0.975 -3.753  C2 1.147
9 H -0.711 1.237 -1.477  C3 1.074
10 H 1.961 -0.706 -4.321  C4 1.122
11 H 0.465 -0.162 0.249  C5 1.098
12 H 3.326 -1.520 -2.645  C6 1.058
13 H 3.884 -0.751 0.191  C1 1.112
14 H 3.353 -2.240 -0.348  C1 1.087
15 H 2.449 -1.388 1.057  C1 1.105
16 C -1.902 0.325 2.113  C17 1.516, C18 1.530, H19 1.124, H20 1.131
17 C -1.649 1.754 2.549  C16 1.516, H21 1.117, H24 1.112, H25 1.080
18 C -3.279 -0.271 1.812  C16 1.530, H22 1.101, H23 1.100, H26 1.070
19 H -1.298 0.086 1.195  C16 1.124
20 H -1.408 -0.353 2.872  C16 1.131
21 H -2.565 2.391 2.595  C17 1.117
22 H -4.041 0.386 1.364  C18 1.101
23 H -3.050 -1.051 1.071  C18 1.100
24 H -1.304 2.247 1.614  C17 1.112
25 H -0.903 1.971 3.299  C17 1.080
26 H -3.858 -0.466 2.691  C18 1.070

Frontier orbital gap   0.364 hartree
SMILES   Cc1ccccc1.CCC
HOMO level   -8.97 eV


ii:
C10H16 | wB97M-V/def2-TZVPD

Bonds (Å) are listed after each position.
Cartesian coordinates (Å):
1 C -3.662 1.234 0.218  C5 1.528, H12 1.086, H13 1.084, H15 1.084
2 C -0.175 0.973 1.730  C3 1.386, C4 1.391, H8 1.084
3 C 0.097 -0.378 1.581  C2 1.386, C6 1.380, H9 1.085
4 C -1.383 1.491 1.275  C2 1.391, C5 1.398, H10 1.049
5 C -2.348 0.642 0.725  C1 1.528, C4 1.398, C7 1.373
6 C -0.885 -1.232 1.124  C3 1.380, C7 1.388, H11 1.075
7 C -2.117 -0.712 0.751  C5 1.373, C6 1.388, H14 1.085
8 H 0.497 1.711 2.151  C2 1.084
9 H 1.059 -0.718 1.951  C3 1.085
10 H -1.532 2.529 1.304  C4 1.049
11 H -0.712 -2.286 0.997  C6 1.075
12 H -3.921 2.084 0.842  C1 1.086
13 H -4.418 0.460 0.293  C1 1.084
14 H -2.863 -1.422 0.409  C7 1.085
15 H -3.509 1.503 -0.821  C1 1.084
16 C 2.909 -0.437 -1.048  C17 1.525, C18 1.580, H19 1.090, H20 1.082
17 C 2.301 -1.826 -1.203  C16 1.525, H21 1.092, H24 1.087, H25 1.093
18 C 1.965 0.665 -1.672  C16 1.580, H22 1.091, H23 1.085, H26 1.090
19 H 2.924 -0.195 0.015  C16 1.090
20 H 3.854 -0.301 -1.558  C16 1.082
21 H 2.575 -2.238 -2.177  C17 1.092
22 H 2.528 1.208 -2.433  C18 1.091
23 H 1.052 0.214 -2.046  C18 1.085
24 H 1.239 -1.897 -0.979  C17 1.087
25 H 2.781 -2.507 -0.495  C17 1.093
26 H 1.745 1.436 -0.935  C18 1.090

Frontier orbital gap   0.373 hartree
SMILES   Cc1ccccc1.CCC
HOMO level   -9.12 eV


iii:
C10H16 | wB97M-V/def2-TZVPD

Bonds (Å) are listed after each position.
Cartesian coordinates (Å):
1 C -1.859 0.348 1.107  C2 1.551, C3 1.498, H4 1.141, H5 1.082
2 C -0.907 1.352 1.808  C1 1.551, H6 1.152, H9 1.147, H10 1.077
3 C -1.633 -1.038 1.630  C1 1.498, H7 1.123, H8 1.147, H11 1.151
4 H -2.933 0.594 1.401  C1 1.141
5 H -2.042 0.572 0.064  C1 1.082
6 H 0.098 1.254 1.253  C2 1.152
7 H -1.715 -1.199 2.739  C3 1.123
8 H -2.213 -1.820 1.024  C3 1.147
9 H -0.800 1.055 2.912  C2 1.147
10 H -1.097 2.402 1.958  C2 1.077
11 H -0.500 -1.209 1.527  C3 1.151
12 C -0.838 -0.744 -2.266  C16 1.562, H23 1.077, H24 1.121, H26 1.139
13 C 2.376 1.081 -1.111  C14 1.421, C15 1.384, H19 1.086
14 C 1.219 0.853 -1.904  C13 1.421, C16 1.399, H20 1.100
15 C 2.694 0.429 0.067  C13 1.384, C17 1.383, H21 0.979
16 C 0.525 -0.330 -1.626  C12 1.562, C14 1.399, C18 1.343
17 C 1.928 -0.705 0.266  C15 1.383, C18 1.369, H22 1.051
18 C 1.002 -1.123 -0.653  C16 1.343, C17 1.369, H25 1.137
19 H 3.027 1.915 -1.355  C13 1.086
20 H 1.176 1.413 -2.850  C14 1.100
21 H 3.261 0.786 0.779  C15 0.979
22 H 2.103 -1.340 1.086  C17 1.051
23 H -1.357 -1.556 -1.785  C12 1.077
24 H -0.442 -1.036 -3.273  C12 1.121
25 H 0.461 -2.111 -0.488  C18 1.137
26 H -1.534 0.157 -2.312  C12 1.139

Frontier orbital gap   0.373 hartree
SMILES   Cc1ccccc1.CCC
HOMO level   -9.12 eV


Top of the stability list: ii, leading by 27.5 kcal/mol.